A 2-piece molecular cluster, H5N2OPS overall in a non-equilibrium geometry, computed with ωB97M-V with the def2-TZVPD basis set.

```
10
Properties=species:S:1:pos:R:3:nbo_charge:R:1
N 2.732 -1.021 -0.043 -1.22
P 2.383 0.462 0.568 1.42
O 1.947 1.249 -0.596 -1.05
H 3.162 -1.892 0.431 0.43
H 2.555 -1.116 -1.048 0.42
N -1.580 1.179 0.061 -0.96
S -2.636 -0.139 0.295 0.12
H -1.459 1.281 -0.946 0.37
H -0.687 0.980 0.466 0.37
H -3.754 0.586 0.400 0.10
```

* multiplicity: 1
* HOMO level: -0.3225 hartree
* E_tot: -25233.0126 eV
* energy relative to the best compared isomer or geometry (same formula, charge and spin): 45.4 kcal per mole
* lowest unoccupied orbital energy: 0.004 hartree
* maximum force: 0.05270 hartree/bohr
* charge: 0

A 2-piece molecular cluster, H5N2OPS2 overall in a non-equilibrium geometry, computed with ωB97M-V with the def2-TZVPD basis set.

```
11
Properties=species:S:1:pos:R:3:nbo_charge:R:1
N -1.626 -0.210 0.820 -0.22
N -0.873 -1.198 0.461 -0.42
O 0.292 1.683 -0.136 -0.95
P 0.866 -1.423 0.017 0.65
S 0.871 -3.153 0.938 -0.61
S 0.440 -1.940 -2.031 -0.35
H 1.177 1.337 -0.330 0.50
H -1.262 0.669 0.738 0.35
H -1.464 -2.079 0.535 0.42
H -0.355 1.325 -0.799 0.47
H -0.235 -3.077 -1.988 0.15
```

* multiplicity: 1
* HOMO level: -0.3063 hartree
* E_tot: -36066.1063 eV
* energy relative to the best compared isomer or geometry (same formula, charge and spin): 61.0 kcal per mole
* lowest unoccupied orbital energy: -0.069 hartree
* maximum force: 0.12228 hartree/bohr
* charge: 0

A 2-piece molecular cluster, H5N2P overall in a non-equilibrium geometry, computed with ωB97M-V with the def2-TZVPD basis set.

```
8
Properties=species:S:1:pos:R:3:nbo_charge:R:1
N 0.748 0.928 0.562 -1.17
N -1.061 -0.131 -0.743 -1.21
P -0.325 -0.411 0.674 1.12
H 1.699 0.747 0.767 0.39
H 0.649 1.431 1.418 0.37
H -1.997 -0.517 -0.932 0.40
H -0.746 0.250 -1.695 0.42
H 1.033 -2.297 -0.051 -0.33
```

* multiplicity: 1
* HOMO level (spin up / spin down): -0.2763 / -0.2919 hartree
* E_tot: -12347.1756 eV
* energy relative to the best compared isomer or geometry (same formula, charge and spin): 61.4 kcal per mole
* lowest unoccupied orbital energy (spin up / spin down): 0.005 / 0.006 hartree
* maximum force: 0.08329 hartree/bohr
* charge: 0

A 2-piece molecular cluster, H5N2PS2 overall, computed with ωB97M-V with the def2-TZVPD basis set.

```
10
Properties=species:S:1:pos:R:3:nbo_charge:R:1
N -0.793 1.277 -0.593 -1.17
N -0.349 -0.275 1.368 -1.19
P 0.230 -0.015 -0.176 1.13
S 3.403 -0.683 0.476 -0.18
S -0.731 -1.509 -1.351 -0.34
H -0.486 2.164 -0.215 0.39
H -0.931 1.361 -1.590 0.40
H -1.074 0.337 1.713 0.40
H 0.313 -0.577 2.064 0.41
H 0.418 -2.081 -1.697 0.15
```

* multiplicity: 1
* HOMO level (spin up / spin down): -0.3132 / -0.3124 hartree
* E_tot: -34018.8562 eV
* energy relative to the best compared isomer or geometry (same formula, charge and spin): 82.1 kcal per mole
* lowest unoccupied orbital energy (spin up / spin down): -0.080 / -0.078 hartree
* maximum force: 0.01936 hartree/bohr
* charge: 0

A 2-piece molecular cluster, H5N3S2 overall in a non-equilibrium geometry, computed with ωB97M-V with the def2-TZVPD basis set.

```
10
Properties=species:S:1:pos:R:3:nbo_charge:R:1
N 0.547 -0.944 0.031 -0.92
N -1.053 1.159 -0.833 -0.51
N -0.054 1.043 -0.002 -0.26
S -2.275 0.000 -0.468 0.11
S 1.377 1.834 -0.389 0.22
H 1.137 -0.996 -0.791 0.33
H 1.120 -0.904 0.862 0.33
H -0.900 1.371 -1.821 0.36
H -1.264 -0.828 -0.025 0.21
H 1.985 1.444 0.743 0.13
```

* multiplicity: 1
* HOMO level (spin up / spin down): -0.2936 / -0.2900 hartree
* E_tot: -26217.0837 eV
* energy relative to the best compared isomer or geometry (same formula, charge and spin): 67.9 kcal per mole
* lowest unoccupied orbital energy (spin up / spin down): 0.001 / 0.001 hartree
* maximum force: 0.04568 hartree/bohr
* charge: 0

An isolated ion of composition H5N4 and charge +1 in a non-equilibrium geometry, computed with ωB97M-V with the def2-TZVPD basis set.

```
9
Properties=species:S:1:pos:R:3:nbo_charge:R:1
N -1.911 -0.036 0.126 -0.53
N -0.419 0.065 -0.012 -0.23
N 0.772 -0.592 0.230 0.20
N 1.811 0.117 0.080 -0.43
H -2.215 -0.632 0.865 0.39
H -2.030 -0.592 -0.703 0.38
H -0.345 1.070 -0.350 0.38
H 2.634 -0.436 -0.105 0.45
H 1.703 1.036 -0.131 0.39
```

* multiplicity: 1
* HOMO level: -0.5923 hartree
* E_tot: -6030.5792 eV
* energy relative to the best compared isomer or geometry (same formula, charge and spin): 35.5 kcal per mole
* lowest unoccupied orbital energy: -0.213 hartree
* maximum force: 0.10364 hartree/bohr
* charge: +1

An isolated ion of composition H5N4O and charge -1 in a non-equilibrium geometry, computed with ωB97M-V with the def2-TZVPD basis set.

```
10
Properties=species:S:1:pos:R:3:nbo_charge:R:1
N -1.945 0.134 0.002 -0.69
N -0.614 0.607 -0.269 -0.39
N 0.393 -0.111 0.635 0.05
N 1.645 0.592 0.358 -0.71
O 0.490 -1.382 -0.011 -0.88
H -1.890 0.414 0.981 0.34
H -1.800 -0.823 -0.154 0.35
H -0.381 0.085 -1.314 0.29
H 2.412 -0.138 0.477 0.34
H 1.689 0.621 -0.704 0.30
```

* multiplicity: 1
* HOMO level: -0.0947 hartree
* E_tot: -8084.6805 eV
* energy relative to the best compared isomer or geometry (same formula, charge and spin): 43.3 kcal per mole
* lowest unoccupied orbital energy: 0.201 hartree
* maximum force: 0.07563 hartree/bohr
* charge: -1

A 2-piece molecular cluster, H5N4O4P2 overall in a non-equilibrium geometry, computed with ωB97M-V with the def2-TZVPD basis set.

```
15
Properties=species:S:1:pos:R:3:nbo_charge:R:1
N -1.142 1.076 0.185 -0.37
N -0.828 2.128 -0.672 -0.77
N 0.160 0.355 0.636 -0.40
N 1.256 0.841 -0.116 -0.76
O 0.132 0.259 -2.472 -1.15
O 1.379 2.599 -2.224 -1.15
O -0.200 -0.440 3.060 -1.04
O -1.566 -2.075 4.217 -1.05
P -1.203 -1.649 2.860 1.49
P 0.576 1.462 -1.683 2.28
H 0.043 -0.639 0.431 0.35
H -1.738 0.388 -0.314 0.35
H 1.597 1.719 0.175 0.35
H 0.151 0.096 2.312 0.53
H -0.575 2.956 -0.159 0.35
```

* multiplicity: 1
* HOMO level: -0.1949 hartree
* E_tot: -32812.2018 eV
* energy relative to the best compared isomer or geometry (same formula, charge and spin): 1.0 kcal per mole
* lowest unoccupied orbital energy: 0.106 hartree
* maximum force: 0.05730 hartree/bohr
* charge: -1

Look up the E_tot of the fifth one.
-26217.0837 eV